Computed, not measured: a structure of composition C10H16Cl2N2Pb, with wB97M-V/def2-TZVPD.

```
31
Properties=species:S:1:pos:R:3:forces:R:3
Pb -1.3022 0.4541 0.2898 0.5 2.3 4.5
Cl -0.4867 2.7070 0.0815 0.9 1.4 0.1
Cl -2.3777 -0.0184 2.3654 -0.4 -0.9 1.9
C -3.2077 0.7505 -0.3335 -3.7 0.3 -3.4
H -3.8504 -0.2067 -0.4061 0.9 1.6 0.4
H -3.2719 1.4125 -1.2804 -0.1 -0.9 1.5
C -0.2555 -1.6134 -0.9707 2.1 -1.7 -0.4
C -0.9604 -0.6219 -1.4947 -4.0 0.2 -4.4
H -0.5950 -2.2182 -0.1149 -0.1 -0.1 -0.8
C -0.5445 0.4714 -2.5351 0.1 -0.9 -0.1
H -2.1716 -0.6900 -1.5341 2.7 -0.2 0.3
C 0.3018 -0.2907 -3.5497 -0.2 -0.3 -0.1
H -1.4753 0.8634 -2.9730 0.3 -0.1 0.2
H 0.0027 1.3586 -2.1394 -0.3 -0.9 0.1
C 1.4403 -1.0276 -2.8156 0.2 0.3 0.0
H -0.3339 -1.0005 -4.0932 0.0 0.0 0.2
H 0.6842 0.3897 -4.3198 0.2 -0.2 0.3
C 1.1060 -1.8705 -1.5552 0.2 0.1 0.7
H 1.9389 -1.6912 -3.5180 0.2 0.1 -0.1
H 2.1417 -0.2471 -2.5087 0.2 -0.2 -0.1
H 1.1649 -2.9548 -1.7808 0.0 0.5 0.2
H 1.8390 -1.6602 -0.7454 -0.1 -0.3 -0.6
N 1.0671 1.7430 3.1546 0.1 -1.0 0.2
C 1.5057 1.6909 4.4442 -0.4 -1.3 -0.3
C 1.3318 0.3620 4.8659 -0.3 0.9 -1.2
C 0.7589 -0.3056 3.7495 0.5 1.6 -0.4
N 0.6357 0.5307 2.6924 0.3 0.1 1.5
H 0.9874 2.5426 2.5353 0.0 -0.3 0.2
H 1.9206 2.5400 4.9723 -0.2 -0.1 -0.2
H 1.5833 -0.0724 5.8130 0.0 0.1 0.2
H 0.4228 -1.3273 3.7044 0.0 0.0 -0.2
```
Positions in Å, forces in eV/Å.

## Properties
HOMO (alpha / beta): -0.250 / -0.226 hartree
LUMO level (alpha / beta): -1.3 / -1.6 eV
Energy above the lowest of the compared OMol25 structures with the same formula, charge and spin: 4.357 eV
E_tot: -1613.1074 hartree
F_max: 5.92 eV Å⁻¹
M: 442.4 g/mol